Record 1
This record from OMol25 describes a molecular structure, C16H19Cl2MoN3O2P in a non-equilibrium geometry. The level of theory is ωB97M-V/def2-TZVPD.

Each line ends with the Mulliken charge.
Cartesian coordinates (Å):
1 C 0.92222 -4.31110 -1.55051  -1.11
2 C 0.91810 -2.93001 -1.00896  0.81
3 H -0.13589 -4.61641 -1.56794  0.32
4 H 1.48034 -4.96650 -0.86095  0.36
5 H 1.35213 -4.32810 -2.58161  0.33
6 O -0.05461 -2.24234 -0.67920  -0.54
7 Cl 2.45237 -2.21420 -0.83975  -0.11
8 Mo -0.39721 1.46744 0.98473  0.28
9 P -0.21007 0.89953 -1.67696  1.16
10 C -1.67709 1.47381 -2.66886  -1.28
11 C 1.02005 2.20776 -2.10491  -1.18
12 H 1.37034 -0.59512 -2.86526  0.35
13 H 0.30617 0.27310 -4.00302  0.58
14 H -0.32170 -1.11650 -3.08468  0.39
15 C 0.34516 -0.25102 -3.03542  -1.23
16 H 1.96632 1.87946 -1.65157  0.42
17 H 1.14527 2.31488 -3.19470  0.39
18 H -1.40704 1.56829 -3.73381  0.43
19 H -2.02340 2.43449 -2.26726  0.43
20 H 0.69445 3.14853 -1.64800  0.39
21 H -2.46389 0.71317 -2.54883  0.44
22 C -2.25748 1.41319 0.66847  0.74
23 O -3.37584 1.31467 0.27496  -0.10
24 Cl 0.59247 3.50110 1.31047  -0.14
25 N -0.35161 1.68664 10.63077  -0.30
26 C -0.26628 1.26366 9.54361  -0.14
27 C -0.19896 0.78049 8.19258  0.46
28 C -1.01381 1.38896 7.23470  -1.08
29 C -1.00601 0.93410 5.91986  -0.58
30 C -0.13953 -0.10131 5.55568  2.29
31 C 0.66821 -0.74027 6.50100  -0.50
32 C 0.64259 -0.28254 7.83086  -1.05
33 N -0.05703 -0.41078 4.16826  0.32
34 C 0.71570 -1.45314 3.57912  -0.24
35 C 0.61116 -1.28773 2.21697  -0.39
36 N -0.21362 -0.17547 1.97009  -0.15
37 C -0.61278 0.30824 3.19977  -0.17
38 H -1.66234 2.22221 7.49288  0.47
39 H -1.65680 1.40291 5.19039  0.29
40 H 1.32632 -1.56289 6.20391  0.27
41 H 1.27711 -0.74029 8.58871  0.49
42 H 1.14672 -2.24776 4.18096  0.44
43 H 0.99399 -1.81794 1.35650  0.02
44 H -1.28652 1.14310 3.35224  0.46

Results
LUMO energy (alpha / beta) ... -14.364 / -14.173 eV
Spin multiplicity ... 3
HOMO (alpha / beta) ... -17.4239 / -17.6809 eV
Total energy ... -2264.5722 hartree
Molecular weight ... 483.2 g/mol
Net charge ... +3

---

Record 2
This record from OMol25 describes a molecular structure, C45H67GaNP3Si in a non-equilibrium geometry. The level of theory is ωB97M-V/def2-TZVPD.

Each line ends with the Mulliken charge.
Cartesian coordinates (Å):
1 Ga 13.58890 12.35042 13.40161  0.41
2 C 14.37251 16.15941 12.93519  -1.14
3 C 13.97610 15.64796 11.61996  0.93
4 C 13.17715 16.81430 10.86780  -1.41
5 P 12.99956 14.03170 11.76321  -1.41
6 C 11.20129 14.44150 12.03781  3.79
7 C 10.95736 15.17168 13.39047  -0.01
8 C 10.37837 15.01226 10.84642  -1.62
9 C 12.99386 13.07571 10.15249  0.84
10 C 13.07467 13.74142 8.95352  -0.83
11 C 12.72766 13.14715 7.76685  -0.79
12 C 12.31381 11.86417 7.69898  -0.92
13 C 12.21394 11.17128 8.88678  -0.22
14 C 12.61884 11.69446 10.11326  0.48
15 Si 12.80997 10.73535 11.81909  -0.35
16 C 14.42672 9.82404 11.52307  -0.51
17 C 14.42297 8.78154 10.58917  0.39
18 C 15.51275 8.08163 10.11927  -1.24
19 C 16.73053 8.46763 10.65416  -0.76
20 C 16.79084 9.51556 11.51923  -0.22
21 C 15.67850 10.26985 11.92147  -1.58
22 P 15.84062 11.79225 12.80796  1.34
23 C 17.09495 11.35249 14.04726  0.41
24 C 16.78967 10.06430 14.73368  -1.42
25 C 17.32149 12.46447 15.15116  -1.60
26 C 16.56816 12.98098 11.52100  2.29
27 C 17.30637 14.16295 12.16776  -1.72
28 C 17.31085 12.29593 10.40113  -1.83
29 C 11.52976 9.47268 12.57166  -0.01
30 C 12.14196 8.28295 13.00207  -0.52
31 C 11.52549 7.25792 13.62375  -1.51
32 C 10.17624 7.41262 13.84687  -0.91
33 C 9.50888 8.59516 13.52463  -0.99
34 C 10.19932 9.67687 12.91627  1.15
35 P 9.37680 11.25120 12.55183  0.57
36 C 7.78284 10.75064 11.63187  0.47
37 C 8.14462 10.11382 10.29459  -1.44
38 C 6.67457 10.11919 12.45548  -1.40
39 C 8.95496 11.91800 14.19321  2.83
40 C 8.46074 11.00971 15.33046  -1.52
41 C 8.06753 13.12580 14.19004  -1.68
42 H 15.07152 16.97800 12.78597  0.56
43 H 14.76859 15.33068 13.45560  -0.18
44 H 13.47247 16.41829 13.50790  0.29
45 H 14.82748 15.42382 10.97520  0.73
46 H 12.26148 17.14374 11.41123  0.21
47 H 12.83575 16.44672 9.88737  0.26
48 H 13.87111 17.61772 10.71656  0.57
49 H 10.86600 13.40544 12.13982  -2.38
50 H 10.16914 14.61287 13.97447  -0.12
51 H 10.66041 16.20827 13.21133  0.42
52 H 11.83434 15.27654 14.01064  -0.67
53 H 10.43702 16.05822 10.77791  0.51
54 H 9.32189 14.72592 11.00284  0.35
55 H 10.72717 14.56353 9.93249  0.42
56 H 13.37955 14.79088 8.91370  0.33
57 H 12.75147 13.78208 6.88247  0.43
58 H 12.03078 11.40292 6.73834  0.45
59 H 11.92922 10.11121 8.92396  0.46
60 H 13.41610 8.48467 10.28250  0.39
61 H 15.48750 7.31063 9.42063  0.57
62 H 17.65518 7.97188 10.44978  0.50
63 H 17.67479 9.79372 11.95851  0.69
64 H 18.00077 11.28904 13.48246  0.87
65 H 15.75373 9.90612 15.09313  0.16
66 H 17.50871 9.75142 15.47623  0.59
67 H 16.73910 9.29725 13.92584  0.32
68 H 16.31994 12.55604 15.63468  0.30
69 H 17.58708 13.38562 14.66496  0.36
70 H 18.03024 12.03352 15.83873  0.63
71 H 15.69636 13.40074 11.09126  -1.23
72 H 18.38177 13.98502 12.36961  0.36
73 H 16.86093 14.61302 13.06333  0.10
74 H 17.33163 14.92639 11.38275  0.57
75 H 18.28040 11.94428 10.59050  0.41
76 H 17.46876 13.10186 9.66781  0.50
77 H 16.66798 11.51858 9.91849  0.29
78 H 13.17247 8.22134 12.86223  0.68
79 H 12.06964 6.39430 13.98803  0.49
80 H 9.63680 6.60111 14.33790  0.41
81 H 8.47792 8.67461 13.82517  0.38
82 H 7.42990 11.74895 11.43588  0.53
83 H 8.54925 9.13469 10.31751  0.31
84 H 8.83673 10.74139 9.70528  0.30
85 H 7.23129 9.99828 9.65777  0.44
86 H 6.83847 9.09618 12.75804  0.28
87 H 5.78863 10.04990 11.79322  0.44
88 H 6.44376 10.76177 13.30907  0.26
89 H 10.02351 12.19839 14.46260  -1.88
90 H 7.46542 10.61514 15.22916  0.23
91 H 8.50109 11.55522 16.26002  0.55
92 H 9.11650 10.16278 15.55456  0.22
93 H 7.03852 12.78726 13.86992  0.40
94 H 8.38184 13.92878 13.49033  0.38
95 H 8.08649 13.48180 15.23192  0.48
96 C 15.57494 14.18266 18.04883  -0.99
97 N 14.55131 15.01397 17.26853  -0.13
98 C 15.11279 16.41690 16.92512  -0.71
99 C 13.96829 14.32476 16.04811  0.97
100 C 13.26760 13.08124 16.35315  1.36
101 C 12.66863 12.80129 17.60867  -0.54
102 C 11.90791 11.63144 17.78893  -1.38
103 C 11.74475 10.73168 16.74976  -0.80
104 C 12.31164 11.07059 15.51179  0.99
105 C 13.05624 12.21453 15.32408  0.15
106 H 15.72579 14.70734 18.99760  0.41
107 H 16.47356 14.08599 17.50835  0.43
108 H 15.13347 13.22496 18.26719  0.41
109 H 13.79511 15.12889 17.95517  0.46
110 H 15.90579 16.22467 16.25187  0.35
111 H 15.46307 16.83632 17.82491  0.37
112 H 14.31329 17.00910 16.46634  0.30
113 H 14.85083 14.06621 15.44480  -0.54
114 H 13.35978 15.11885 15.57005  -0.08
115 H 12.76790 13.49455 18.41408  0.44
116 H 11.49262 11.36461 18.75622  0.44
117 H 11.15393 9.81533 16.83649  0.51
118 H 12.15942 10.44222 14.62336  -0.63

Results
LUMO energy ... -4.483 eV
ΔE to the lowest compared entry with this formula, charge and spin ... 1.4 kJ/mol
HOMO ... -12.2003 eV
Total energy ... -5047.4725 hartree
Molecular weight ... 812.8 g/mol
Net charge ... +2

---

Record 3
This record from OMol25 describes a molecular structure, C33H41AsClN2O5PPdSe in a non-equilibrium geometry. The level of theory is ωB97M-V/def2-TZVPD.

Each line ends with the Mulliken charge.
Cartesian coordinates (Å):
1 Pd 0.75780 -0.27518 -0.26621  0.93
2 C -1.32096 3.63116 0.41415  -0.59
3 O -0.91970 2.79329 -0.64608  -0.45
4 H -1.54943 4.60751 -0.01763  0.34
5 H -0.52686 3.74487 1.15999  0.14
6 H -2.21508 3.25256 0.92160  0.23
7 H -0.74992 1.91079 -0.27613  0.05
8 C 5.90076 5.16536 -0.11680  -0.36
9 C 5.08362 5.27412 1.00104  -0.74
10 C 4.06429 4.35565 1.20885  -0.31
11 C 3.84162 3.29191 0.33130  0.36
12 C 4.65078 3.21915 -0.80005  -0.25
13 C 5.67313 4.13732 -1.01871  -0.73
14 As 2.22689 2.11562 0.57862  1.07
15 C 2.93942 1.12041 2.12550  1.09
16 C 3.14213 -0.25438 2.15962  -0.18
17 C 3.53335 -0.88165 3.33665  -0.86
18 C 3.72907 -0.15125 4.49815  -0.47
19 C 3.51064 1.22054 4.48170  -0.80
20 C 3.10906 1.84130 3.30855  -0.32
21 C 2.52889 0.88935 -0.90414  -0.40
22 C 3.71450 0.10532 -1.03986  0.32
23 C 3.90181 -0.69900 -2.12640  -0.92
24 C 2.89782 -0.80379 -3.11942  -0.71
25 C 1.76214 -0.05376 -3.03299  -0.20
26 C 1.55591 0.84138 -1.94344  -0.83
27 H 6.69290 5.88443 -0.28983  0.34
28 H 5.23026 6.08444 1.70645  0.36
29 H 3.42430 4.48792 2.07188  0.30
30 H 4.48588 2.43220 -1.52592  0.27
31 H 6.29082 4.04659 -1.90518  0.37
32 H 2.94308 -0.86030 1.28409  0.25
33 H 3.64888 -1.95839 3.33892  0.39
34 H 4.02070 -0.64707 5.41649  0.35
35 H 3.62377 1.80548 5.38765  0.35
36 H 2.90393 2.90380 3.33294  0.02
37 H 4.48085 0.17081 -0.27507  0.53
38 H 4.81743 -1.27282 -2.21856  0.34
39 H 3.02479 -1.49777 -3.94171  0.37
40 H 0.97986 -0.14585 -3.77435  0.23
41 H 0.79789 1.61431 -2.02835  0.42
42 Se -1.53136 -0.42985 1.12663  0.50
43 N -0.77528 0.91313 1.95937  0.09
44 C -1.12242 0.82624 3.24862  0.48
45 C -0.66865 1.70648 4.26996  -0.71
46 C -1.10679 1.52938 5.54707  -0.56
47 C -2.01332 0.47542 5.87166  -0.50
48 C -2.46311 -0.38632 4.91754  -0.76
49 C -2.02727 -0.23299 3.56925  0.36
50 N -2.42350 -1.00165 2.54621  -0.68
51 H 0.03067 2.49244 4.01211  0.35
52 H -0.75745 2.18903 6.33286  0.38
53 H -2.34369 0.36028 6.89791  0.34
54 H -3.14269 -1.19429 5.15734  0.44
55 Cl 0.65196 -2.46103 1.22402  -0.72
56 C -4.00233 1.82099 -2.41112  -1.51
57 C -3.46918 0.58405 -3.12113  1.69
58 C -4.54029 -0.01403 -4.02797  -1.88
59 C -2.22131 0.94369 -3.92491  -1.19
60 O -3.16116 -0.33280 -2.07064  -0.17
61 P -2.25675 -1.66902 -2.26360  -0.25
62 O -2.66394 -2.39604 -3.50372  -0.87
63 O -0.81691 -1.33270 -2.04050  0.11
64 O -2.79149 -2.40460 -0.92935  0.11
65 C -2.79170 -3.82449 -0.72632  1.61
66 C -3.01439 -3.99791 0.76865  -1.65
67 C -1.44298 -4.41833 -1.12103  -1.39
68 C -3.92959 -4.45104 -1.52324  -1.86
69 H -4.34155 2.56229 -3.14121  0.38
70 H -3.22091 2.26436 -1.79607  0.10
71 H -4.84325 1.54381 -1.77209  0.37
72 H -4.78329 0.68773 -4.83166  0.46
73 H -5.44500 -0.21510 -3.44918  0.35
74 H -4.18539 -0.95275 -4.45113  0.33
75 H -2.47789 1.68245 -4.68968  0.52
76 H -1.80517 0.06004 -4.41108  0.37
77 H -1.46186 1.36278 -3.26463  -0.04
78 H -2.19040 -3.55136 1.32633  0.24
79 H -3.08216 -5.06173 1.01551  0.44
80 H -3.93611 -3.49841 1.07307  0.36
81 H -0.64624 -3.91624 -0.57029  0.13
82 H -1.26281 -4.29068 -2.18959  0.35
83 H -1.43134 -5.48679 -0.88454  0.47
84 H -4.88125 -4.00647 -1.22228  0.35
85 H -3.96615 -5.52776 -1.33180  0.44
86 H -3.78347 -4.27236 -2.58817  0.31

Results
LUMO energy ... 4.327 eV
ΔE to the lowest compared entry with this formula, charge and spin ... 0.0 kJ/mol
HOMO ... -1.9327 eV
Total energy ... -7334.6146 hartree
Molecular weight ... 872.4 g/mol
Net charge ... -2